Computed, not measured: a cluster of 2 separate species, C4H9N2O in total at a distorted geometry, with ωB97M-V/def2-TZVPD.

## Properties
**Net charge**: +1
**HOMO level**: -14.2 eV
**Molecular weight**: 101.129 u
**Spin multiplicity**: 1
**Calculated total energy**: -342.2899 hartree
**F_max**: 0.101 Eh/bohr
**E_LUMO**: -3.185 eV
**ΔE to the lowest compared entry with this formula, charge and spin**: 42.3 kcal/mol

Geometry (Å):
C: -2.668 0.032 1.169
C: -1.182 0.446 0.889
C: -0.611 1.735 0.719
N: 0.649 1.515 0.052
C: 0.741 0.274 -0.328
N: -0.371 -0.382 -0.007
H: -3.065 0.403 2.101
H: -3.387 0.320 0.357
H: -2.590 -1.145 1.252
H: -0.701 2.765 1.200
H: 1.063 2.467 -0.027
H: 1.415 -0.283 -0.977
H: -0.623 -1.340 -0.157
H: 2.476 -3.340 -2.152
H: 3.709 -2.507 -1.548
O: 2.759 -2.524 -1.882

These are the Mulliken partial charges, in e, on atoms 1 to 5: -1.01, 0.31, -0.28, -0.07, -0.10

Computed, not measured: a structure of composition C6H10O at a distorted geometry, with ωB97M-V/def2-TZVPD.

## Properties
**HOMO level**: -9.4 eV
**Molecular weight**: 98.145 u
**Spin multiplicity**: 1
**Calculated total energy**: -309.7536 hartree
**F_max**: 0.059 Eh/bohr
**E_LUMO**: 0.497 eV
**ΔE to the lowest compared entry with this formula, charge and spin**: 55.7 kcal/mol

Geometry (Å):
C: 1.777 -0.482 -0.450
C: 0.665 -0.014 0.487
C: 0.197 1.423 0.195
C: -1.064 1.229 -0.610
C: -1.502 -0.034 -0.591
C: -0.509 -0.916 0.075
O: -0.465 -2.148 0.024
H: 1.483 -0.321 -1.494
H: 2.704 0.060 -0.259
H: 1.939 -1.554 -0.309
H: 0.980 -0.148 1.528
H: 0.950 2.010 -0.346
H: -0.034 1.983 1.112
H: -1.547 2.048 -1.139
H: -2.390 -0.435 -1.062
H: -1.346 -0.841 1.698
H: -1.188 -1.557 1.409

These are the Mulliken partial charges, in e, on atoms 1 to 5: -1.53, 0.31, -0.74, -0.32, -0.56

Computed, not measured: a structure of composition C2H6O3PS at a distorted geometry, with ωB97M-V/def2-TZVPD.

## Properties
**Net charge**: -1
**HOMO level**: -5.0 eV
**Molecular weight**: 141.108 u
**Spin multiplicity**: 1
**Calculated total energy**: -1045.0327 hartree
**F_max**: 0.101 Eh/bohr
**E_LUMO**: 3.889 eV
**ΔE to the lowest compared entry with this formula, charge and spin**: 107.1 kcal/mol

Geometry (Å):
C: -1.027 -0.873 0.000
C: -0.099 0.088 0.651
O: -1.415 -0.129 2.931
O: 1.099 -0.206 2.784
O: -0.057 1.843 2.750
P: 1.695 -0.362 0.526
S: -0.170 0.433 2.417
H: -0.746 -1.821 0.238
H: -1.911 -0.762 0.449
H: -0.944 -0.672 -1.051
H: -0.409 1.488 0.002
H: 1.853 -0.030 -0.838
H: 2.227 0.818 0.896

These are the Mulliken partial charges, in e, on atoms 1 to 5: -1.59, 0.14, -0.70, -0.67, -0.68

Computed, not measured: a cluster of 2 separate species, C6H14O4 in total at a distorted geometry, with ωB97M-V/def2-TZVPD.

## Properties
**HOMO level**: -9.7 eV
**SMILES**: CC(=O)CC(C)(O)O.CO
**Molecular weight**: 150.174 u
**Spin multiplicity**: 1
**Calculated total energy**: -537.9399 hartree
**F_max**: 0.069 Eh/bohr
**E_LUMO**: 0.678 eV
**ΔE to the lowest compared entry with this formula, charge and spin**: 43.4 kcal/mol

Geometry (Å):
C: 0.860 -1.437 0.817
C: -0.149 -0.647 0.039
O: -0.946 -1.200 -0.761
C: 0.059 0.852 0.000
C: 1.028 1.298 -1.117
C: 0.493 0.981 -2.515
O: 1.278 2.692 -0.989
O: 2.260 0.668 -0.888
H: 0.623 -2.497 0.789
H: 1.838 -1.263 0.371
H: 0.897 -1.095 1.851
H: -0.906 1.328 -0.175
H: 0.469 1.200 0.947
H: 0.336 -0.088 -2.620
H: 1.211 1.321 -3.262
H: -0.457 1.485 -2.687
H: 0.487 3.184 -1.235
H: 2.935 1.176 -1.355
C: -2.053 -1.416 2.510
O: -1.965 -0.574 1.381
H: -1.566 -2.383 2.340
H: -1.565 -0.913 3.347
H: -3.101 -1.592 2.777
H: -2.064 -1.078 0.437

These are the Mulliken partial charges, in e, on atoms 1 to 5: -1.62, 1.26, -0.77, -0.71, 0.89

Computed, not measured: an isolated molecule of C21H21N3O3S, with ωB97M-V/def2-TZVPD.

## Properties
**HOMO level**: -8.4 eV
**SMILES**: C=CCn1c(SCc2ccc(C(=O)NCCO)cc2)nc2ccccc2c1=O
**Molecular weight**: 395.484 u
**Spin multiplicity**: 1
**Calculated total energy**: -1601.0512 hartree
**F_max**: 0.016 Eh/bohr
**E_LUMO**: 0.520 eV
**ΔE to the lowest compared entry with this formula, charge and spin**: 34.9 kcal/mol

Geometry (Å):
C: -0.464 -6.129 3.179
C: 0.091 -5.318 2.299
C: -0.701 -4.520 1.305
N: -0.676 -3.102 1.643
C: 0.364 -2.299 1.291
S: 1.653 -3.026 0.347
C: 2.685 -1.556 0.026
C: 2.003 -0.575 -0.872
C: 1.854 0.748 -0.480
C: 1.234 1.663 -1.311
C: 0.746 1.263 -2.551
C: 0.050 2.196 -3.486
O: -0.849 1.839 -4.222
N: 0.534 3.461 -3.486
C: -0.084 4.532 -4.227
C: -0.432 5.692 -3.289
O: 0.714 6.215 -2.658
C: 0.871 -0.070 -2.931
C: 1.500 -0.978 -2.104
N: 0.483 -1.055 1.587
C: -0.516 -0.460 2.305
C: -0.417 0.897 2.630
C: -1.419 1.503 3.352
C: -2.536 0.780 3.769
C: -2.648 -0.555 3.459
C: -1.643 -1.188 2.724
C: -1.749 -2.603 2.395
O: -2.667 -3.330 2.714
H: 0.123 -6.682 3.893
H: -1.531 -6.271 3.218
H: 1.161 -5.166 2.270
H: -0.294 -4.643 0.297
H: -1.750 -4.825 1.329
H: 3.584 -1.965 -0.439
H: 2.926 -1.116 0.991
H: 2.224 1.060 0.484
H: 1.105 2.681 -0.971
H: 1.250 3.733 -2.830
H: 0.599 4.884 -5.012
H: -0.984 4.129 -4.695
H: -1.074 5.335 -2.480
H: -0.966 6.472 -3.846
H: 1.288 6.606 -3.327
H: 0.466 -0.375 -3.884
H: 1.596 -2.011 -2.406
H: 0.451 1.446 2.301
H: -1.340 2.552 3.600
H: -3.312 1.273 4.335
H: -3.501 -1.141 3.767

These are the Mulliken partial charges, in e, on atoms 1 to 5: -0.83, 0.32, -1.54, 0.15, 0.25

Computed, not measured: an isolated molecule of C5H6N2O4 at a distorted geometry, with ωB97M-V/def2-TZVPD.

## Properties
**HOMO level (spin up / spin down)**: -8.9 / -9.2 eV
**Molecular weight**: 158.113 u
**Spin multiplicity**: 1
**Calculated total energy**: -604.3124 hartree
**F_max**: 0.080 Eh/bohr
**E_LUMO (spin up / spin down)**: -2.241 / -1.355 eV
**ΔE to the lowest compared entry with this formula, charge and spin**: 195.0 kcal/mol

Geometry (Å):
C: -2.067 -0.339 0.766
C: -1.166 -0.237 1.642
C: 1.574 -0.924 -0.434
C: -1.849 0.035 -0.815
C: 0.413 0.039 -0.473
N: 2.816 -0.418 -0.208
N: 0.518 1.351 -0.231
O: 1.284 -2.075 -0.731
O: 1.459 1.715 0.536
O: -0.387 2.160 -0.549
O: -0.636 -0.471 -1.125
H: -2.932 -0.831 0.984
H: -0.412 0.100 2.273
H: -2.709 -0.518 -1.223
H: -2.018 1.165 -0.607
H: 2.708 0.472 0.269
H: 3.403 -1.223 -0.074

These are the Mulliken partial charges, in e, on atoms 1 to 5: -0.37, -0.29, 0.00, -0.26, 0.36

Computed, not measured: a structure of composition C5H8O, with ωB97M-V/def2-TZVPD.

## Properties
**HOMO level**: -9.0 eV
**Molecular weight**: 84.118 u
**Spin multiplicity**: 1
**Calculated total energy**: -270.4381 hartree
**F_max**: 0.007 Eh/bohr
**E_LUMO**: 1.151 eV
**ΔE to the lowest compared entry with this formula, charge and spin**: 75.2 kcal/mol

Geometry (Å):
C: -1.706 0.531 0.071
C: -2.693 -0.330 0.291
C: 1.720 0.635 -0.584
C: 1.453 -0.848 -0.565
O: 1.651 -0.817 0.886
C: 1.875 0.534 0.738
H: -1.507 0.935 -0.920
H: -1.048 0.867 0.868
H: -2.888 -0.730 1.283
H: -3.348 -0.668 -0.508
H: 0.435 -1.175 -0.794
H: 2.196 -1.499 -1.034
H: 2.097 1.154 1.600
H: 1.762 1.410 -1.333

These are the Mulliken partial charges, in e, on atoms 1 to 5: -0.51, -0.40, -0.38, -0.16, -0.37

Computed, not measured: an isolated molecule of C3H4N2O at a distorted geometry, with ωB97M-V/def2-TZVPD.

## Properties
**HOMO level**: -9.1 eV
**SMILES**: [H]/N=C\C(=C)N=O
**Molecular weight**: 84.078 u
**Spin multiplicity**: 1
**Calculated total energy**: -301.2665 hartree
**F_max**: 0.099 Eh/bohr
**E_LUMO**: -1.663 eV
**ΔE to the lowest compared entry with this formula, charge and spin**: 138.5 kcal/mol

Geometry (Å):
H: 2.104 0.281 0.879
N: 1.658 1.081 0.419
C: 0.708 0.789 -0.326
C: -0.426 -0.405 -0.113
C: -1.684 -0.222 0.301
N: 0.252 -1.466 -0.543
O: 1.501 -1.275 -0.514
H: 0.304 1.511 -1.028
H: -2.119 0.765 0.323
H: -2.297 -1.059 0.602

These are the Mulliken partial charges, in e, on atoms 1 to 5: 0.29, -0.55, -0.01, 0.49, -0.62

Computed, not measured: an isolated molecule of CH3IOS2 at a distorted geometry, with ωB97M-V/def2-TZVPD.

## Properties
**HOMO level (spin up / spin down)**: -9.6 / -9.6 eV
**SMILES**: C[S@@](=O)(=S)I
**Molecular weight**: 222.072 u
**Spin multiplicity**: 1
**Calculated total energy**: -1209.1477 hartree
**F_max**: 0.054 Eh/bohr
**E_LUMO (spin up / spin down)**: -2.321 / -2.321 eV
**ΔE to the lowest compared entry with this formula, charge and spin**: 28.5 kcal/mol

Geometry (Å):
C: 0.355 -0.191 -0.929
S: -0.522 0.160 0.608
O: -1.017 1.553 0.490
S: -1.745 -1.293 0.937
I: 1.473 0.282 2.389
H: 0.165 -1.274 -1.186
H: -0.185 0.585 -1.562
H: 1.475 0.179 -0.747

These are the Mulliken partial charges, in e, on atoms 1 to 5: -0.72, 0.52, -0.49, -0.24, 0.00

Computed, not measured: a cluster of 2 separate species, CH5BN2O4 in total at a distorted geometry, with ωB97M-V/def2-TZVPD.

## Properties
**HOMO level**: -10.7 eV
**SMILES**: [H]/N=C1/NO1.OB(O)O
**Molecular weight**: 119.873 u
**Spin multiplicity**: 1
**Calculated total energy**: -476.4594 hartree
**F_max**: 0.077 Eh/bohr
**E_LUMO**: 0.229 eV
**ΔE to the lowest compared entry with this formula, charge and spin**: 41.1 kcal/mol

Geometry (Å):
H: 2.087 3.158 0.442
N: 1.338 3.245 -0.239
C: 1.010 2.210 -0.880
N: 0.152 1.732 -1.856
O: 1.224 0.932 -1.244
H: -0.771 1.437 -1.463
O: -1.159 -1.987 1.558
B: -0.888 -1.122 0.579
O: -0.915 -1.322 -0.832
O: -0.316 0.047 0.865
H: -1.752 -2.777 1.356
H: -0.206 -0.759 -1.081
H: 0.263 0.063 1.685

These are the Mulliken partial charges, in e, on atoms 1 to 5: 0.25, -0.60, 0.80, -0.41, -0.35